No. 1
A cluster of 21 separate species, H42O21 in total at a distorted geometry, computed with ωB97M-V/def2-TZVPD.

Each line ends with the natural charge from an NBO analysis.
Positions of all 63 atoms, in Å:
O -3.21938 1.08924 -3.62639  -0.97
H -3.52821 0.27518 -4.04031  0.47
H -2.26295 0.94557 -3.77736  0.48
O -0.42022 1.16534 -0.97125  -0.99
H 0.45960 1.10264 -1.35447  0.49
H -0.29343 2.03246 -0.57112  0.48
O 2.93903 -3.31484 1.25728  -0.96
H 3.42991 -3.70950 1.98186  0.48
H 2.41602 -3.98741 0.81448  0.48
O -2.28365 -0.32674 0.75549  -0.99
H -2.15247 0.52559 0.34470  0.49
H -2.04109 -1.04084 0.17085  0.49
O -0.89752 -3.67919 0.42849  -0.97
H -1.42312 -3.88884 1.20008  0.48
H -1.05154 -4.23341 -0.33686  0.50
O 3.85772 0.77957 0.84257  -0.95
H 2.92543 0.55542 0.72399  0.47
H 3.79160 1.69141 1.14155  0.48
O -0.47501 -1.96472 3.59620  -0.94
H -0.38910 -2.73121 3.01728  0.49
H -1.01205 -1.33652 3.09283  0.49
O 1.01940 -0.56416 -3.48736  -1.02
H 1.82488 -0.86305 -3.91545  0.47
H 0.89717 -1.29982 -2.77689  0.50
O -1.77943 -2.19834 -1.39339  -0.94
H -2.63011 -1.97412 -1.80031  0.48
H -1.48635 -1.26766 -1.38228  0.47
O 2.59401 3.65915 -1.64938  -0.97
H 2.42378 3.72015 -2.58845  0.48
H 2.39282 4.48888 -1.21278  0.49
O 3.39507 -1.53893 -0.79210  -0.93
H 3.04325 -0.88907 -0.17239  0.46
H 3.81911 -0.80226 -1.24433  0.48
O -5.29029 -0.05546 -1.50679  -0.94
H -5.30364 0.88725 -1.68768  0.48
H -5.11590 -0.54190 -2.30935  0.46
O 0.58754 3.66567 2.91993  -0.95
H -0.31045 3.95965 2.72539  0.48
H 0.60744 2.73836 2.66430  0.47
O 1.34983 -0.19760 1.95531  -0.98
H 2.00474 -0.87953 1.76077  0.49
H 0.54358 -0.66651 2.19820  0.49
O -0.47987 1.38486 5.07999  -0.96
H 0.40522 1.00255 5.13453  0.49
H -0.31118 2.19216 4.57681  0.47
O 2.38944 0.87054 -1.64334  -0.98
H 3.05928 1.50732 -1.35401  0.50
H 2.34263 1.04710 -2.58906  0.49
O -2.81459 1.72719 2.91478  -0.95
H -2.65860 1.04592 2.25214  0.48
H -2.10053 1.55583 3.53533  0.47
O 1.56699 -1.03508 4.90452  -0.98
H 0.79402 -1.41856 4.45092  0.49
H 1.92485 -0.45676 4.22116  0.46
O 1.03106 -2.50387 -1.82876  -0.96
H 1.94166 -2.63862 -1.52355  0.52
H 0.44021 -2.18604 -1.14034  0.50
O -2.34237 2.80012 -1.03746  -0.96
H -2.80407 2.03023 -1.39147  0.49
H -2.55942 3.52202 -1.63233  0.47
O -1.18044 -0.09102 -4.82702  -0.98
H -0.52084 -0.54508 -4.25820  0.52
H -1.07947 0.85933 -4.83947  0.46

Output
- Energy above the lowest of the compared OMol25 structures with the same formula, charge and spin: 671.5 kJ/mol
- Strongest force on any atom: 2.1 eV Å⁻¹
- Orbital gap: 0.383 hartree
- Molar mass: 378.31 g mol⁻¹
- HOMO level: -10.73 eV
- Charge: 0
- LUMO: -0.30 eV

=====

No. 2
A structure of composition H42O25V2 at a distorted geometry, computed with ωB97M-V/def2-TZVPD.

Each line ends with the Mulliken charge.
Positions of all 69 atoms, in Å:
O -2.03286 -3.05086 0.40022  -0.52
V -1.18547 -2.62162 -0.91791  -0.45
O -0.37732 -1.35147 -0.31036  3.04
O 0.85290 0.48031 -1.16135  0.80
V 0.61274 0.05346 0.39589  -0.81
O 0.88265 1.45150 1.11142  0.58
O -0.58857 3.51409 -2.44696  -0.65
H -1.00238 4.26199 -2.03812  0.31
H 0.10357 3.16793 -1.84407  0.40
O 3.33331 0.87177 -0.29383  -0.54
H 3.17317 1.80221 -0.03478  0.29
H 4.25721 0.78359 -0.27500  0.26
O -1.85542 -3.70266 2.66560  -0.67
H -1.91385 -3.56956 1.69425  0.35
H -2.55039 -4.32898 2.91098  0.29
O -0.10858 -2.39785 -2.81387  -0.31
H 0.67253 -1.84637 -2.90921  0.21
H -0.40871 -2.22072 -3.69939  0.35
O 0.94871 2.13155 3.87986  -0.75
H 1.37713 2.68498 3.22063  0.29
H 1.23030 2.34377 4.78520  0.26
O 2.16307 -0.91043 -2.84797  -0.82
H 2.99767 -0.69082 -3.26397  0.35
H 2.02131 -0.22768 -2.20538  0.04
O 0.56195 -3.82772 -0.41671  -0.43
H 1.42557 -3.82497 -0.86795  0.30
H 0.75111 -4.27049 0.44995  0.30
O -4.36044 -3.27600 0.25766  -0.53
H -4.69235 -3.51589 -0.62004  0.28
H -3.73845 -3.92640 0.48927  0.26
O -2.53443 -1.31984 -1.80807  -0.42
H -3.49145 -1.34261 -1.71244  0.25
H -2.52639 -0.98350 -2.70312  0.27
O 3.31095 2.20397 -2.94020  -0.67
H 2.94712 1.93545 -2.12407  0.19
H 3.74533 3.05627 -2.83193  0.28
O -2.19729 -4.25401 -1.75751  -0.31
H -2.20343 -5.02709 -1.16959  0.28
H -2.87208 -4.43423 -2.36233  0.25
O 2.03105 -1.61848 0.47730  -0.53
H 2.80424 -1.34503 0.98060  0.20
H 2.47470 -2.09415 -0.21202  0.25
O -0.31504 0.70371 -3.37127  -0.63
H -1.19296 0.82097 -2.94505  0.31
H 0.29082 0.44572 -2.67192  0.13
O -1.41867 2.32302 2.82513  -0.70
H -0.52068 2.11152 3.13101  0.35
H -1.99758 1.75677 3.32488  0.32
O -0.57064 4.19646 0.72796  -0.61
H 0.01749 4.97816 0.90355  0.32
H -0.75375 3.84169 1.56605  0.27
O 2.32113 3.40014 1.93799  -0.77
H 2.61553 4.03305 1.30756  0.40
H 1.97730 2.68341 1.39979  0.24
O 1.50460 3.14511 -0.76827  -0.50
H 0.76830 3.28042 -0.17086  0.00
H 1.64480 4.04275 -1.00483  0.34
O -2.88711 -0.94453 1.43600  -0.60
H -3.50202 -1.43963 0.90842  0.19
H -3.20078 -0.05009 1.18590  0.24
O -1.39217 0.98747 -0.01573  -0.32
H -1.79381 1.29555 -0.86754  0.16
H -1.98600 1.50182 0.58719  0.35
O 2.52190 0.02783 2.60663  -0.54
H 2.03574 0.44691 3.26852  0.22
H 3.27043 0.51027 2.43467  0.25
O -0.28414 -0.68694 2.16098  -0.34
H 0.05602 -1.28883 2.82747  0.27
H -1.24715 -0.88615 2.14513  0.12

Output
- Energy above the lowest of the compared OMol25 structures with the same formula, charge and spin: 239.9 kJ/mol
- Strongest force on any atom: 6.1 eV Å⁻¹
- Orbital gap: 0.249 hartree
- Molar mass: 544.20 g mol⁻¹
- HOMO level: -15.09 eV
- Charge: +2
- LUMO: -8.31 eV